ORCA calculation (the ωB97M-V functional and the def2-TZVPD basis) on a gas-phase ion, CH5N2O (charge +1).

Summary:
LUMO energy: -3.958 eV
gap between HOMO and LUMO: 11.9464 eV
DFT total energy: -6134.97294 eV
SMILES: [NH3+]/C=N/O
net charge: +1
energy relative to the best compared isomer or geometry (same formula, charge and spin): 94.7 kcal per mole

Bonds (Å) are listed after each position.
Positions of all 9 atoms, in Å:
1 O -2.11 0.15 -0.13  N3 1.357, H5 0.987
2 N 1.30 -0.19 -0.04  C4 1.374, H6 1.032, H7 0.989, H8 0.916
3 N -0.84 -0.32 -0.21  O1 1.357, C4 1.197
4 C 0.07 0.37 0.16  N2 1.374, N3 1.197, H9 1.091
5 H -2.71 -0.63 -0.19  O1 0.987
6 H 1.54 -0.35 0.95  N2 1.032
7 H 0.93 -0.91 -0.60  N2 0.989
8 H 1.66 0.50 -0.52  N2 0.916
9 H 0.17 1.38 0.57  C4 1.091